Entry 1:
ORCA calculation (ωB97M-V with the def2-TZVPD basis set) on a 2-piece molecular cluster, CH7N4 overall.

Each line ends with the natural charge from an NBO analysis.
Geometry (Å):
H1 1.374 0.273 -0.384  0.4064
H2 -2.554 0.169 -0.820  0.4120
C1 -1.509 0.920 0.620  0.2617
H3 3.344 -1.424 0.114  0.4215
N1 0.617 1.068 -0.366  -0.1089
N2 -0.355 0.757 0.183  -0.0378
N3 2.380 -1.054 -0.307  -1.1119
H4 1.643 -1.730 -0.039  0.3854
H5 -1.509 1.276 1.625  0.2486
N4 -2.649 0.544 0.088  -0.7134
H6 -3.463 0.407 0.611  0.4366
H7 2.682 -1.206 -1.326  0.3997

Calculated values
ΔE to the lowest compared entry with this formula, charge and spin in kcal/mol: 26.6
HOMO level in Eh: -0.507
Charge: +1
LUMO level in eV: -4.73
Max |F| in Eh/bohr: 0.0776

***

Entry 2:
ORCA calculation (ωB97M-V with the def2-TZVPD basis set) on C5H9BiO3 as an isolated structure.

Each line ends with the natural charge from an NBO analysis.
Geometry (Å):
C1 2.975 -0.512 1.239  -0.7598
H1 3.868 -0.497 0.585  0.3861
H2 -2.872 0.477 -0.476  0.3777
C2 -2.340 -1.459 -1.349  -0.5542
Bi1 -0.685 3.994 0.064  1.9612
H3 2.572 -1.517 1.380  0.3200
O1 -0.895 0.480 -0.912  -0.3796
O2 0.007 2.150 0.254  -0.7677
H4 -1.573 -1.592 -2.121  0.3225
H5 3.337 -0.054 2.178  0.3944
H6 -3.328 -1.374 -1.821  0.4217
H7 -1.676 -0.339 0.642  0.3380
O3 0.845 0.041 0.429  -0.3983
C3 -2.071 -0.267 -0.492  -0.0662
H8 -2.352 -2.340 -0.694  0.4580
H9 2.311 1.441 0.393  0.2348
C4 2.041 0.409 0.656  0.5999
C5 -0.167 0.960 0.046  1.1116

Calculated values
HOMO level (spin up / spin down) in Eh: -1.056 / -0.951
Charge: +4
LUMO level (spin up / spin down) in eV: -19.45 / -22.27
Max |F| in Eh/bohr: 0.1054

***

Entry 3:
ORCA calculation (ωB97M-V with the def2-TZVPD basis set) on one molecule with the formula C4H8O2.

Each line ends with the natural charge from an NBO analysis.
Geometry (Å):
H1 -1.428 1.158 -0.771  0.1838
O1 -1.833 -0.807 -1.352  -0.7085
C1 1.471 1.202 -0.010  -0.2522
H2 -0.976 -0.896 -1.791  0.4706
H3 2.642 -0.758 0.076  0.1819
H4 1.899 1.246 -1.026  0.1237
H5 1.779 -0.312 1.609  0.1759
O2 0.628 -0.275 -0.172  -0.4372
H6 -2.627 0.250 0.179  0.1896
H7 -0.443 0.550 1.397  0.2157
H8 -0.748 -1.202 1.052  0.1914
C2 -0.579 -0.209 0.621  -0.0909
C3 -1.673 0.171 -0.350  -0.0922
C4 1.889 -0.116 0.539  -0.1516

Calculated values
ΔE to the lowest compared entry with this formula, charge and spin in kcal/mol: 124.6
HOMO level in Eh: -0.308
Charge: 0
LUMO level in eV: 0.93
Max |F| in Eh/bohr: 0.0076

***

Entry 4:
ORCA calculation (ωB97M-V with the def2-TZVPD basis set) on one molecule with the formula C20H26N4O4S.

Each line ends with the natural charge from an NBO analysis.
Geometry (Å):
H1 -0.898 3.351 0.286  0.2178
H2 0.708 -1.530 -0.271  0.2404
H3 -1.975 -2.438 -0.927  0.2135
C1 -2.974 -2.610 -0.529  -0.4093
C2 3.043 0.660 0.957  0.7030
H4 -3.831 -1.161 -1.885  0.1933
O1 0.732 0.853 -1.550  -0.6516
O2 -1.582 -0.894 2.892  -0.6329
H5 0.742 -0.743 1.316  0.2355
N1 4.389 0.933 0.926  -0.6173
C3 0.422 0.570 -0.405  0.7063
H6 2.828 -0.387 -0.882  0.2613
H7 9.090 1.566 -0.590  0.2279
H8 -2.388 -0.047 -0.029  0.4115
O3 -3.401 2.699 0.318  -0.4048
S1 5.383 -1.095 -0.697  0.3617
N2 6.641 0.835 0.437  -0.4869
H9 -5.367 1.409 -1.934  0.2333
C4 9.002 0.556 -0.195  -0.6295
C5 7.090 -0.956 -0.911  -0.4696
C6 -5.285 -2.027 -0.544  -0.4028
H10 3.041 -1.436 0.534  0.2422
O4 2.319 1.380 1.609  -0.6035
C7 -0.870 1.046 1.655  -0.3287
C8 2.557 -0.528 0.168  -0.5217
C9 -4.552 1.769 -1.342  -0.3171
N3 -0.484 1.301 0.286  -0.4312
H11 -5.459 2.635 0.496  0.2091
C10 5.457 0.346 0.307  0.2523
C11 -4.627 2.378 -0.128  0.0874
C12 -1.639 -0.267 1.855  0.6750
C13 -3.211 -1.815 0.764  -0.0634
C14 -4.710 -1.437 0.748  -0.4194
C15 -3.173 1.714 -1.663  -0.3205
C16 1.036 -0.644 0.277  -0.4843
C17 7.579 0.120 -0.241  0.1552
H12 -0.520 2.612 -1.299  0.2702
C18 -4.079 -2.140 -1.471  -0.4045
C19 -1.055 2.479 -0.355  -0.2784
H13 -1.533 1.853 1.978  0.2376
H14 -4.804 -0.350 0.744  0.2144
H15 4.656 1.753 1.464  0.4302
H16 0.004 1.055 2.313  0.2545
H17 -2.726 1.310 -2.549  0.2404
N4 -2.376 -0.634 0.793  -0.6332
H18 -5.693 -3.020 -0.353  0.1985
H19 -3.087 -3.675 -0.330  0.2086
H20 -5.225 -1.812 1.630  0.2176
H21 7.616 -1.669 -1.512  0.2401
H22 9.624 -0.117 -0.778  0.2168
H23 9.349 0.569 0.836  0.2278
C20 -2.513 2.299 -0.619  0.2654
H24 -4.247 -2.830 -2.296  0.2135
H25 -6.078 -1.407 -0.959  0.2091
H26 -2.944 -2.386 1.655  0.2390

Calculated values
ΔE to the lowest compared entry with this formula, charge and spin in kcal/mol: 22.9
SMILES string: Cc1csc(NC(=O)CCC(=O)N(CC(=O)NC2CCCC2)Cc2ccco2)n1
HOMO level in Eh: -0.314
Charge: 0
LUMO level in eV: 0.55
Max |F| in Eh/bohr: 0.0241